The following is a quantum chemistry calculation of the molecule C4H7NO2 in a non-equilibrium geometry, from the OMol25 dataset.

SMILES string: C/C(=N\O)[C@H]1CO1
Frontier orbital gap (eV): 10.57

Each line ends with the natural charge from an NBO analysis.
Atoms and positions in Å:
O -0.034 -2.290 0.177  -0.554
O -0.834 2.112 -0.709  -0.488
N -0.156 -1.039 -0.350  -0.139
C 0.697 -0.072 1.773  -0.683
C -0.851 0.846 -1.601  -0.090
C 0.182 -0.037 0.373  0.182
C 0.128 1.113 -0.582  0.006
H -0.428 -2.805 -0.543  0.479
H 1.661 -0.592 1.810  0.238
H 1.109 1.446 -0.931  0.179
H -0.523 0.685 -2.641  0.196
H 0.818 0.935 2.180  0.231
H -1.766 0.330 -1.357  0.202
H -0.001 -0.633 2.401  0.241